Record 1
Here is a single C4H6N2 molecule from the Open Molecules 2025 dataset. Energies are from wB97M-V/def2-TZVPD.

Summary:
SMILES: [H]/N=C1/C[C@@H]2N[C@H]12
2S+1: 1
Energy above the lowest of the compared OMol25 structures with the same formula, charge and spin: 317.7 kJ/mol
E_HOMO: -9.404 eV
Net charge: 0
Total energy: -265.4146 Eh

Structure (XYZ):
```
12
Properties=species:S:1:pos:R:3:forces:R:3:lowdin_charge:R:1
N -1.03095 -0.23359 -2.05172 0.544 -0.112 0.953 0.16
C -0.65194 -0.03820 -0.86551 0.752 -0.560 0.363 -0.34
C -0.86647 0.92817 0.27605 0.005 0.144 0.133 -0.06
C 0.24356 0.16988 0.99906 -0.024 0.337 0.839 -0.28
C 0.45039 -0.82210 -0.06754 -0.368 0.175 0.064 -0.19
N 1.45051 0.24093 0.16962 0.123 0.319 0.293 0.06
H -0.65287 1.97690 0.06248 -0.095 -0.092 -0.008 0.12
H -1.85077 0.81488 0.73814 0.091 0.009 -0.049 0.12
H 0.27791 -0.03917 2.05185 0.166 0.125 0.240 0.13
H -0.35054 -0.98920 -2.10138 -0.534 -0.840 -2.210 0.05
H 0.74899 -1.87329 0.08442 -0.525 0.588 -0.511 0.14
H 2.23219 -0.13521 0.70455 -0.136 -0.093 -0.106 0.10
```
Positions in Å, forces in eV/Å.


Record 2
Here is 2 unconnected molecules or ions with the total composition C5H11NO from the Open Molecules 2025 dataset. Energies are from wB97M-V/def2-TZVPD.

Summary:
SMILES: C[C@H]1CN1/C=C\O.[H][H]
2S+1: 1
Energy above the lowest of the compared OMol25 structures with the same formula, charge and spin: 317.0 kJ/mol
E_HOMO: -8.542 eV
Net charge: 0
Total energy: -327.0106 Eh

Structure (XYZ):
```
18
Properties=species:S:1:pos:R:3:forces:R:3:lowdin_charge:R:1
C -0.48032 2.06672 -1.46124 -0.040 0.015 -0.001 -0.06
C 0.52030 1.25843 -0.67708 0.070 0.127 -0.156 -0.33
C 0.51498 1.20453 0.80448 0.095 0.164 0.192 -0.10
N 0.02046 0.07968 0.02019 -0.047 -0.176 -0.043 -0.09
C 0.82017 -1.09949 -0.01709 -0.035 -0.150 -0.034 -0.14
C 0.18836 -2.27048 -0.10903 0.306 0.019 0.037 -0.22
O -1.15942 -2.38227 -0.14618 -0.059 0.231 -0.041 -0.04
H -0.70446 1.58405 -2.41864 0.043 0.059 0.127 0.08
H -0.09439 3.07083 -1.66713 -0.040 -0.126 0.035 0.08
H -1.41554 2.16354 -0.90124 0.132 -0.026 -0.062 0.08
H 1.49948 1.14461 -1.14788 -0.166 -0.026 0.095 0.14
H -0.23918 1.75168 1.36795 0.120 -0.096 -0.116 0.11
H 1.47014 1.07760 1.31284 -0.152 -0.009 -0.071 0.11
H 1.90727 -1.02757 0.02281 -0.156 -0.035 -0.013 0.11
H -0.87725 -1.81231 2.93402 -0.026 -0.007 -0.002 0.04
H 0.69906 -3.22720 -0.14458 -0.030 0.175 -0.001 0.12
H -1.18365 -2.11876 2.32980 0.014 0.017 0.077 0.02
H -1.48601 -1.46357 -0.10201 -0.029 -0.156 -0.022 0.09
```
Positions in Å, forces in eV/Å.


Record 3
Here is 7 unconnected molecules or ions with the total composition C10H21FN5O15 from the Open Molecules 2025 dataset. Energies are from wB97M-V/def2-TZVPD.

Summary:
2S+1: 2
E_HOMO (alpha / beta): 0.933 / -1.861 eV
Net charge: -2
Total energy: -1895.4246 Eh

Structure (XYZ):
```
52
Properties=species:S:1:pos:R:3:forces:R:3:lowdin_charge:R:1
C 0.38376 0.53614 1.17327 -1.906 0.179 0.823 -0.01
C -0.62849 1.65454 1.59606 0.585 1.523 -0.349 -0.79
O -0.47011 2.73987 0.98886 0.602 0.986 -1.707 -0.14
O -1.46650 1.57799 2.50641 -0.334 -1.983 0.641 -0.08
H 1.34677 0.78684 1.61809 -0.102 -0.363 0.015 0.05
H 0.46265 0.47918 0.08762 0.057 0.177 -0.057 0.04
H -0.07145 -0.38020 1.54904 0.974 -0.390 0.071 0.03
C -2.68824 -1.49713 0.98279 -0.102 -1.140 0.758 -0.05
C -4.22544 -1.57644 1.07794 2.614 -1.183 2.872 -0.36
O -4.70458 -1.05772 -0.04889 -2.024 1.008 -2.210 0.17
C -3.72233 -0.80316 -0.91481 2.091 0.845 -2.384 -0.51
O -3.80917 -0.38850 -2.06229 -0.541 -0.855 2.506 0.12
O -2.54398 -1.10759 -0.34235 0.347 0.746 -2.082 0.08
F -4.55717 -0.82215 2.15050 -1.192 0.270 0.569 0.07
H -2.18631 -2.44872 1.15790 -0.031 -0.168 -0.224 0.12
H -2.18507 -0.80972 1.66277 -0.546 0.528 0.052 0.12
H -4.57517 -2.60105 1.20429 -0.390 0.069 0.275 0.16
C 0.64869 -1.42273 -2.65082 -0.341 0.412 -0.651 0.08
N -0.45047 -1.17263 -3.66946 1.336 -0.719 1.935 -0.46
O -0.72437 -0.04157 -3.93443 -0.433 1.232 -0.728 0.06
O -0.99759 -2.16660 -4.05798 -0.815 -0.775 -1.004 0.05
H 0.14247 -1.94184 -1.83695 0.344 0.174 0.111 0.11
H 1.06685 -0.44672 -2.40459 -0.001 -0.338 0.252 0.07
H 1.37306 -2.06044 -3.15749 -0.061 0.019 0.242 0.10
C -2.26225 2.45443 -2.15082 -0.501 0.063 0.336 0.05
N -2.16302 3.40250 -3.30309 -0.379 -0.276 -0.626 -0.41
O -3.16151 4.06131 -3.62336 1.288 -0.604 0.548 0.02
O -1.11366 3.39478 -3.92861 -0.408 0.447 0.282 0.03
H -3.32894 2.26554 -2.03007 0.287 -0.193 0.026 0.09
H -1.85953 2.89016 -1.23647 0.112 0.405 0.040 0.09
H -1.67355 1.55765 -2.34403 -0.267 0.187 -0.378 0.07
C 1.51559 2.84512 -1.91183 0.634 0.095 0.472 0.05
N 2.78675 2.23504 -1.26417 0.524 -0.314 0.594 -0.37
O 3.28730 1.31393 -1.92094 -0.564 1.133 0.817 0.02
O 3.24365 2.62890 -0.17172 -1.328 -0.447 -2.478 0.04
H 0.88820 2.00901 -2.22070 0.069 0.099 0.366 0.07
H 1.80870 3.36616 -2.82324 0.384 -0.127 0.119 0.09
H 1.02871 3.54389 -1.23156 0.074 -0.489 0.263 0.09
C 0.48171 -3.98550 4.14681 0.633 0.839 -1.478 -0.05
N 0.90664 -2.92872 3.08151 -0.827 -4.078 1.717 -0.57
O 0.33136 -3.02775 1.95202 -1.196 -0.076 -1.492 -0.22
O 1.50723 -1.92219 3.47245 1.412 2.460 1.251 -0.18
H -0.14471 -3.58176 4.94223 -0.203 0.382 -0.013 0.04
H 1.36831 -4.41661 4.61176 0.246 0.208 0.016 0.04
H -0.03261 -4.78964 3.62056 -0.095 0.197 -0.049 0.04
C 4.23919 0.44132 2.20749 -1.262 -0.486 1.592 0.02
N 4.71134 -0.03005 0.90210 0.214 0.545 -0.111 -0.45
O 4.25318 -1.02591 0.38950 0.021 0.199 0.201 0.08
O 5.60922 0.65118 0.44473 0.487 -0.118 -0.533 0.02
H 3.97492 1.49814 2.24462 0.379 -0.081 -0.670 0.09
H 5.01948 0.23746 2.94078 0.175 0.060 -0.253 0.09
H 3.36048 -0.11801 2.52860 -0.038 -0.283 -0.286 0.08
```
Positions in Å, forces in eV/Å.